[1]
Here is a molecular structure, C58H38AlClN6O2S from the Open Molecules 2025 dataset. Energies are from ωB97M-V/def2-TZVPD.

As for the HOMO energy: -7.1 eV. The lowest unoccupied orbital energy is -0.047 hartree. For the frontier orbital gap, the calculation gives 0.216 Eh.

Each line ends with the Mulliken charge.
Element x y z (Å)
1 Al -0.127 0.571 0.292  -2.39
2 C -6.407 -1.217 4.339  -0.44
3 C -5.535 -0.313 4.932  -0.79
4 C -4.373 0.065 4.275  0.08
5 C -4.067 -0.464 3.025  -0.61
6 C -4.946 -1.366 2.435  0.14
7 C -6.111 -1.741 3.089  -0.85
8 C -2.833 -0.036 2.302  1.52
9 C -2.941 0.956 1.339  0.64
10 C -4.180 1.559 0.954  -1.44
11 C -3.881 2.496 0.027  -1.58
12 C -2.457 2.474 -0.138  0.23
13 C -1.756 3.329 -0.982  1.63
14 C -2.511 4.378 -1.721  -0.39
15 C -2.517 4.390 -3.113  -0.12
16 C -3.179 5.392 -3.807  -0.85
17 C -3.845 6.395 -3.116  -0.43
18 C -3.858 6.382 -1.728  -0.85
19 C -3.197 5.379 -1.036  -0.12
20 C -0.388 3.242 -1.168  0.36
21 N 0.440 2.242 -0.701  1.12
22 C 1.672 2.537 -1.217  0.55
23 C 2.806 1.741 -1.104  1.84
24 C 4.045 2.161 -1.817  -0.24
25 C 5.181 2.538 -1.106  -0.06
26 C 6.318 2.976 -1.769  -0.85
27 C 6.335 3.040 -3.155  -0.43
28 C 5.212 2.655 -3.874  -0.85
29 C 4.076 2.220 -3.208  -0.07
30 C 2.832 0.596 -0.333  -0.05
31 C 4.000 -0.226 -0.181  -1.74
32 C 3.715 -1.140 0.765  -1.52
33 C 2.360 -0.910 1.178  0.32
34 N 1.809 0.136 0.469  0.51
35 C 1.760 -1.571 2.230  1.40
36 C 0.448 -1.315 2.611  0.69
37 C -0.212 -2.007 3.679  -1.64
38 C -1.498 -1.596 3.681  -1.79
39 C -1.633 -0.638 2.628  0.21
40 N -0.426 -0.464 1.974  0.75
41 C 2.556 -2.563 3.012  0.08
42 C 2.890 -2.292 4.337  -0.21
43 C 3.654 -3.186 5.072  -0.83
44 C 4.101 -4.363 4.488  -0.53
45 C 3.781 -4.637 3.167  -1.02
46 C 3.015 -3.743 2.433  -0.09
47 C 1.642 3.776 -1.938  -1.75
48 C 0.365 4.209 -1.912  -1.71
49 N -1.890 1.520 0.664  0.29
50 H -7.315 -1.509 4.850  0.38
51 H -5.765 0.106 5.903  0.40
52 H -3.696 0.778 4.730  0.50
53 H -4.715 -1.769 1.455  0.51
54 H -6.790 -2.438 2.616  0.45
55 H -5.147 1.285 1.341  0.56
56 H -4.557 3.141 -0.508  0.61
57 H -2.009 3.597 -3.649  0.55
58 H -3.174 5.390 -4.889  0.41
59 H -4.351 7.184 -3.656  0.39
60 H -4.378 7.159 -1.182  0.39
61 H -3.194 5.377 0.047  0.48
62 H 5.164 2.499 -0.023  0.48
63 H 7.191 3.272 -1.201  0.39
64 H 7.218 3.391 -3.672  0.39
65 H 5.220 2.695 -4.955  0.40
66 H 3.200 1.916 -3.769  0.48
67 H 4.918 -0.098 -0.727  0.64
68 H 4.361 -1.903 1.163  0.62
69 H 0.258 -2.727 4.328  0.58
70 H -2.296 -1.900 4.339  0.53
71 H 2.555 -1.365 4.788  0.48
72 H 3.909 -2.957 6.099  0.41
73 H 4.700 -5.061 5.060  0.39
74 H 4.132 -5.548 2.699  0.43
75 H 2.762 -3.966 1.404  0.70
76 H 2.493 4.249 -2.396  0.61
77 H -0.037 5.112 -2.337  0.58
78 N 1.624 -1.530 -2.677  -0.01
79 C 1.423 -2.691 -1.994  -0.05
80 N 0.835 -2.757 -0.848  0.61
81 C 0.769 -4.077 -0.421  -1.46
82 C 0.159 -4.507 0.756  0.87
83 C 0.172 -5.854 1.069  -0.99
84 C 0.783 -6.783 0.225  -0.72
85 C 1.387 -6.373 -0.953  -0.44
86 C 1.369 -5.021 -1.264  0.86
87 S 2.017 -4.207 -2.660  -0.41
88 H 1.009 -0.773 -2.409  -0.25
89 H 1.799 -1.601 -3.665  0.31
90 H -0.303 -3.784 1.417  0.17
91 H -0.295 -6.192 1.985  0.45
92 H 0.783 -7.832 0.488  0.41
93 H 1.853 -7.091 -1.616  0.43
94 Cl -5.727 -4.786 -0.681  -0.24
95 C -4.506 -3.608 -1.075  0.47
96 C -4.575 -2.940 -2.287  -0.70
97 C -3.595 -2.011 -2.598  -0.77
98 C -2.574 -1.739 -1.696  0.21
99 C -2.530 -2.411 -0.481  1.33
100 C -3.489 -3.361 -0.167  -1.47
101 C -1.518 -0.732 -2.053  -0.27
102 O -1.350 -0.357 -3.198  -0.76
103 O -0.811 -0.321 -1.045  1.04
104 H -5.385 -3.149 -2.972  0.46
105 H -3.609 -1.485 -3.543  0.50
106 H -1.727 -2.196 0.210  -0.04
107 H -3.454 -3.902 0.769  0.56

[2]
Here is a molecular structure, C58H40AsBeF9N5O2Te from the Open Molecules 2025 dataset. Energies are from ωB97M-V/def2-TZVPD.

As for the HOMO energy (spin up / spin down): -1.9 / -3.7 eV. The lowest unoccupied orbital energy (spin up / spin down) is 0.139 / 0.139 hartree. As for the net charge: -2. Its spin multiplicity is 2. For the frontier orbital gap (spin up / spin down), the calculation gives 0.208 / 0.274 Eh.

Each line ends with the Löwdin spin population.
Element x y z (Å)
1 Be -0.088 1.438 0.778  0.01
2 F -0.199 5.085 0.552  0.00
3 C -1.436 4.836 0.990  0.00
4 F -2.148 5.959 0.759  0.00
5 F -1.379 4.650 2.312  0.00
6 C -2.065 3.572 0.295  0.00
7 O -1.467 2.409 0.616  0.00
8 C -3.562 3.444 0.799  0.00
9 F -3.577 3.065 2.081  0.00
10 F -4.309 4.561 0.719  0.00
11 F -4.191 2.498 0.080  0.00
12 C -2.139 3.828 -1.262  0.00
13 F -2.327 2.671 -1.901  0.00
14 F -3.163 4.645 -1.603  0.00
15 F -1.038 4.401 -1.747  0.00
16 C -8.193 -0.100 5.071  0.00
17 C -6.950 -0.332 4.245  0.00
18 C -5.691 -0.364 4.827  0.00
19 C -4.532 -0.515 4.069  0.01
20 C -3.198 -0.479 4.785  0.02
21 C -4.614 -0.671 2.676  0.18
22 Te -2.782 -0.070 1.384  0.38
23 N -0.621 -0.086 1.411  0.20
24 C -0.275 -1.083 2.261  0.02
25 O -1.063 -1.893 2.788  0.04
26 C 1.170 -1.366 2.635  0.01
27 C 2.084 -0.380 2.977  0.00
28 C 3.359 -0.714 3.421  0.00
29 C 3.737 -2.048 3.517  0.00
30 C 2.829 -3.041 3.172  0.00
31 C 1.551 -2.700 2.746  0.00
32 C -2.875 -1.992 0.438  0.02
33 C -3.317 -3.116 1.128  0.01
34 C -3.663 -4.280 0.451  0.00
35 C -3.584 -4.316 -0.936  0.01
36 C -3.120 -3.205 -1.625  0.00
37 C -2.745 -2.034 -0.961  0.01
38 C -2.258 -0.853 -1.769  0.01
39 C -5.889 -0.644 2.076  0.03
40 C -6.136 -0.796 0.585  0.01
41 C -7.030 -0.483 2.870  0.01
42 H -7.971 -0.144 6.139  0.00
43 H -8.962 -0.846 4.852  0.00
44 H -8.621 0.883 4.859  0.00
45 H -5.602 -0.249 5.906  0.00
46 H -3.334 -0.603 5.861  0.00
47 H -2.700 0.481 4.618  0.01
48 H -2.522 -1.243 4.410  0.00
49 H 1.798 0.656 2.895  0.00
50 H 4.055 0.075 3.686  0.00
51 H 4.732 -2.311 3.864  0.00
52 H 3.117 -4.085 3.236  0.00
53 H 0.826 -3.470 2.502  0.00
54 H -3.386 -3.066 2.209  0.00
55 H -4.006 -5.150 1.003  0.00
56 H -3.881 -5.206 -1.480  0.00
57 H -3.049 -3.236 -2.709  0.00
58 H -1.982 -1.165 -2.779  0.00
59 H -1.384 -0.381 -1.320  0.00
60 H -3.032 -0.085 -1.845  0.00
61 H -5.228 -0.968 0.014  0.00
62 H -6.618 0.102 0.184  0.00
63 H -6.804 -1.642 0.400  0.00
64 H -8.009 -0.464 2.388  0.00
65 N 3.590 4.716 -7.638  0.00
66 C 3.191 4.264 -6.659  0.00
67 C 2.693 3.695 -5.425  0.00
68 C 1.623 2.806 -5.443  0.00
69 C 1.157 2.256 -4.265  0.00
70 C 1.745 2.577 -3.037  0.00
71 C 2.821 3.474 -3.033  0.00
72 C 3.288 4.030 -4.210  0.00
73 C 1.246 2.028 -1.815  0.00
74 C 0.818 1.502 -0.803  0.00
75 H 1.158 2.556 -6.388  0.00
76 H 0.327 1.562 -4.277  0.00
77 H 3.278 3.728 -2.086  0.00
78 H 4.118 4.725 -4.199  0.00
79 N 0.917 2.323 1.920  0.00
80 C 1.577 2.981 2.593  0.00
81 C 2.391 3.761 3.434  0.00
82 C 1.824 4.755 4.285  0.00
83 N 1.375 5.556 4.988  0.00
84 C 3.798 3.538 3.437  0.00
85 N 4.941 3.357 3.431  0.00
86 C 6.596 -4.126 -0.288  0.00
87 C 5.266 -4.508 -0.159  0.00
88 C 4.252 -3.564 -0.278  0.00
89 C 4.544 -2.226 -0.540  0.00
90 C 5.882 -1.854 -0.659  0.00
91 C 6.901 -2.794 -0.536  0.00
92 As 3.088 -0.865 -0.610  0.00
93 C 2.009 -1.887 -1.875  0.00
94 C 1.119 -2.907 -1.571  0.00
95 C 0.514 -3.618 -2.600  0.00
96 C 0.758 -3.271 -3.924  0.00
97 C 1.614 -2.218 -4.228  0.00
98 C 2.254 -1.528 -3.204  0.00
99 C 3.242 -0.434 -3.380  0.00
100 C 3.616 0.145 -4.589  0.00
101 C 4.580 1.147 -4.612  0.00
102 C 5.163 1.586 -3.430  0.00
103 C 4.770 1.034 -2.215  0.00
104 C 3.821 0.020 -2.191  0.00
105 H 7.388 -4.861 -0.201  0.00
106 H 5.014 -5.543 0.044  0.00
107 H 3.221 -3.879 -0.168  0.00
108 H 6.139 -0.819 -0.857  0.00
109 H 7.935 -2.481 -0.635  0.00
110 H 0.882 -3.144 -0.538  0.00
111 H -0.165 -4.426 -2.365  0.00
112 H 0.273 -3.818 -4.724  0.00
113 H 1.791 -1.947 -5.264  0.00
114 H 3.152 -0.175 -5.515  0.00
115 H 4.865 1.600 -5.556  0.00
116 H 5.902 2.379 -3.452  0.00
117 H 5.194 1.407 -1.288  0.00

DFT total energy for the records above, in order: -103761.93391 -165335.18414 eV
Maximum force for the records above, in order: 0.7 1.2 eV/Å
Relative energy (zero: lowest compared OMol25 entry of this formula, charge and spin) for the records above, in order: 22.9 9.1 kJ/mol